(1)
Molecular formula: ClH6NSi2
Method: DFT, wB97M-V/def2-TZVPD

```
10
Properties=species:S:1:pos:R:3
Si 0.114 -0.924 -1.914
H -1.745 1.254 1.216
N 0.824 0.554 0.526
Cl 0.878 -2.672 -1.353
H 0.388 1.436 2.791
H -1.300 -0.693 -1.883
H 0.876 1.355 -0.078
H -0.253 -0.802 2.144
Si -0.442 0.562 1.634
H 0.660 -0.070 -3.084
```

Output
ΔE to the lowest compared entry with this formula, charge and spin ... 423.4 kJ/mol
Net charge ... 0
Kohn-Sham gap (alpha / beta) ... 7.53 / 6.96 eV
Spin multiplicity ... 1

---

(2)
Molecular formula: C13H48N20O11
Method: DFT, wB97M-V/def2-TZVPD

```
92
Properties=species:S:1:pos:R:3
C 6.047 -7.826 0.453
C 5.226 5.479 -2.774
H 7.846 -8.144 -0.753
O -1.457 -2.460 7.969
C -6.662 3.234 4.833
N -5.764 2.437 5.324
N -3.141 -3.292 6.797
C -2.400 8.772 2.334
H -2.169 -8.011 -4.097
H 5.702 6.783 -1.206
N -0.355 -6.832 -1.890
H -7.708 -2.731 -0.501
H -6.150 0.139 -7.085
H 7.086 -9.737 0.963
N -3.557 -2.659 8.661
H 5.318 -8.161 -0.285
C -1.045 7.488 -4.641
N -5.866 0.356 -6.140
H -1.156 8.806 -5.926
H 10.209 -1.096 1.083
N -2.501 7.539 2.018
O 5.333 4.328 -2.343
C 6.532 -8.945 1.467
H 4.522 6.711 -4.259
H 10.574 -0.917 -2.777
N -7.437 -3.673 -0.257
H 4.515 4.928 -4.386
H -3.617 10.394 2.443
H -1.200 8.326 -2.965
H -1.003 -6.821 -1.115
H -8.286 4.066 5.299
O 0.243 -7.147 -3.976
H -5.964 1.918 6.167
O -4.368 1.737 -6.960
N -7.636 3.382 5.658
H 4.520 -7.201 1.459
O 0.207 -1.300 1.194
N -4.357 1.158 -4.851
O 11.756 -1.673 -0.793
H 6.870 -6.782 -1.288
O -6.600 3.831 3.775
C 10.699 -1.172 -0.880
H -4.884 -2.590 0.852
H 5.691 -9.275 2.077
H -3.426 -2.366 9.618
H -1.301 9.458 -4.385
H -4.406 8.838 2.257
C -6.308 -3.791 0.284
H -6.383 -1.812 0.509
H -4.881 2.237 4.876
H -2.591 -3.293 5.950
N 4.790 5.791 -3.940
H -1.690 6.938 2.062
N 2.298 -0.657 0.763
C -0.606 -7.165 -3.089
H 2.557 -1.620 0.924
H -0.970 7.151 -6.615
O -1.000 6.381 -4.218
O -1.343 9.342 2.568
C -2.610 -2.835 7.844
C -4.840 1.105 -6.012
H 2.854 0.070 0.338
O -5.794 -4.830 0.642
N 9.924 -0.818 0.155
H 7.266 -8.472 2.119
H 7.929 -6.670 0.141
N -5.775 -2.608 0.376
H -3.406 7.125 1.842
H -7.983 -4.475 -0.537
H -6.296 0.063 -5.275
N 10.037 -0.758 -1.937
O 5.298 -6.838 1.029
C 7.237 -7.309 -0.407
H -3.603 1.799 -4.654
C 1.012 -0.433 0.850
N -1.087 8.579 -3.936
H 1.304 1.325 -0.092
H -7.699 3.093 6.624
H 8.988 -0.466 0.008
H 5.531 7.449 -2.768
H 0.599 -6.511 -1.811
H -4.942 0.731 -4.147
H -4.105 -3.570 6.911
H -2.226 -7.771 -2.321
N -1.148 7.798 -5.861
N 5.437 6.641 -2.170
H 9.089 -0.433 -1.808
H -0.258 0.733 0.407
H -4.476 -3.026 8.457
N -1.778 -7.693 -3.222
N 0.735 0.818 0.571
N -3.570 9.386 2.404
```

Output
ΔE to the lowest compared entry with this formula, charge and spin ... 789.8 kJ/mol
SMILES ... NC(N)=O.NC(N)=O.NC(N)=O.NC(N)=O.NC(N)=O.NC(N)=O.NC(N)=O.NC(N)=O.NC(N)=O.NC(N)=O.CC(C)O
Net charge ... 0
Kohn-Sham gap ... 9.34 eV
Spin multiplicity ... 1

---

(3)
Molecular formula: C6H14BeO3
Method: DFT, wB97M-V/def2-TZVPD

```
24
Properties=species:S:1:pos:R:3
H 0.718 -0.035 -3.867
H 1.811 -1.296 -3.193
C -1.979 -1.862 1.683
H 1.918 -0.104 -0.989
C 1.445 2.504 1.776
Be -0.839 -1.631 -0.768
C -1.422 -0.448 1.536
C 0.114 0.616 -0.033
H 0.169 -1.741 -3.764
C 0.769 -0.963 -3.282
O -2.239 -2.435 0.441
H -1.249 -2.463 2.262
H 1.039 1.180 -1.873
O 0.220 -0.730 -1.984
H 0.762 3.355 1.847
H 0.853 1.645 0.971
O -0.374 -0.539 0.551
H -1.006 -0.055 2.474
H -2.891 -1.788 2.304
H -0.529 1.501 -0.035
H 1.583 1.997 2.736
C 0.917 0.286 -1.245
H -2.187 0.242 1.148
H 2.397 2.763 1.304
```

Output
ΔE to the lowest compared entry with this formula, charge and spin ... 141.1 kJ/mol
Net charge ... +1
<S²> ... 0.757
Kohn-Sham gap (alpha / beta) ... 7.93 / 8.21 eV
Spin multiplicity ... 2

---

(4)
Molecular formula: C20H11F3N5S8SbTc
Method: DFT, wB97M-V/def2-TZVPD

```
49
Properties=species:S:1:pos:R:3
N -1.172 5.813 -2.124
H 6.372 -2.500 3.185
H 5.719 -2.989 0.830
S -1.431 2.165 -1.755
Sb -4.797 -1.776 -4.621
C 3.085 0.436 -1.344
C 5.753 -0.907 0.283
N -3.280 0.043 -0.168
C -0.833 4.254 -0.096
F -3.933 -3.364 2.198
C -0.983 2.920 -0.250
C -4.432 0.595 -0.572
C -5.609 -0.588 1.128
N 0.838 -0.343 -1.098
C 6.360 0.544 2.065
H 0.585 -2.392 -0.921
C 3.572 -0.865 -1.295
H 5.939 1.231 0.070
C 5.886 -1.973 1.157
F -3.557 -1.787 3.633
H 1.335 1.661 -1.277
S -0.736 1.681 0.922
N 6.483 -0.467 2.919
H 6.565 1.533 2.459
S -5.572 -2.443 -2.684
S 5.314 -1.218 -1.426
C -4.379 -2.179 2.649
C -4.424 -1.166 1.534
H 3.753 1.276 -1.471
C 2.652 -1.898 -1.161
N -0.120 5.245 2.177
H -4.378 1.265 -1.416
C 1.310 -1.602 -1.057
C -0.439 4.803 1.166
S -3.444 0.253 -3.866
C 6.255 -1.696 2.468
C -1.030 5.134 -1.208
C -5.615 0.316 0.067
S -1.621 -1.313 1.188
S -1.898 -1.975 -1.896
F -5.592 -2.373 3.178
H 2.977 -2.928 -1.131
S -1.669 -0.668 -3.383
H -6.527 -0.842 1.639
Tc -1.236 0.066 -0.798
C 1.730 0.656 -1.239
H -6.530 0.788 -0.258
C -3.250 -0.809 0.868
C 6.002 0.380 0.734
```

Output
ΔE to the lowest compared entry with this formula, charge and spin ... 173.1 kJ/mol
Net charge ... +1
Kohn-Sham gap (alpha / beta) ... 5.52 / 5.52 eV
Spin multiplicity ... 1

---

(5)
Molecular formula: C60H40Cl5FMgN4O4
Method: DFT, wB97M-V/def2-TZVPD

```
115
Properties=species:S:1:pos:R:3
H 4.069 -8.723 -0.013
C -3.900 -2.206 3.166
H -4.674 -3.261 -7.877
C 3.818 0.735 -1.272
C 2.883 1.172 -2.179
H -4.611 -2.200 -5.852
C 4.710 -0.176 -1.760
H 5.011 -8.048 1.338
H -2.461 -3.716 3.617
C -1.044 2.865 1.206
H -6.294 9.163 0.172
C -1.760 0.664 -2.448
C 0.143 -2.568 -3.227
H -3.503 0.396 1.096
C -2.901 -1.449 -6.934
N -1.451 1.079 -1.197
H -6.338 7.669 1.137
Cl 3.676 -0.796 -5.573
C -4.212 -1.057 2.473
H -3.673 -1.650 -3.651
C -2.670 -2.815 3.051
Cl 6.021 -0.771 -0.676
C -3.103 -1.425 -4.545
F -4.845 -2.761 4.000
H -2.100 7.783 -0.128
C -2.738 2.675 -2.226
C -4.697 5.648 0.199
C -4.008 6.846 0.083
C 2.998 1.670 9.307
C 0.366 1.889 2.560
C 2.817 0.747 -3.502
O 3.512 2.268 8.141
C 1.950 -2.580 -0.123
C -1.728 -2.231 2.200
H 3.128 0.583 9.295
H -2.967 1.588 -4.111
H 1.640 -4.028 -2.596
C 2.820 -3.793 -0.204
C -1.935 5.639 -0.027
H 5.675 -4.914 -1.679
C 3.307 -6.083 0.432
H -3.264 3.604 -2.380
H 3.724 -2.823 2.146
C 1.106 -2.330 -1.210
C 3.429 2.534 5.813
C 1.051 -3.144 -2.409
C -1.859 3.127 0.095
H -5.383 -1.629 -7.927
C -1.306 -0.513 -3.058
C -0.919 3.724 2.367
C 2.812 -1.033 3.005
C -2.588 1.655 -3.103
C -2.009 2.304 -1.029
C 4.447 -6.061 -0.358
H -4.523 3.513 0.298
C -4.610 -2.277 -8.353
H 3.347 -0.869 3.926
C 1.767 -0.179 2.469
C 3.972 -3.795 -0.995
C 4.778 -4.914 -1.073
C 5.028 -8.273 0.267
C 1.866 1.308 4.430
C 1.899 0.986 6.835
H 0.286 3.465 4.172
H -5.190 -0.603 2.593
Cl 1.632 1.361 -4.620
C -1.646 -0.859 -6.822
Cl 1.649 2.344 -1.652
C -3.636 -1.736 -5.794
H -5.774 5.623 0.291
O 5.306 -7.127 -0.498
H -1.434 4.659 2.520
O -3.328 -1.715 -8.214
H -0.152 -2.887 -4.215
O -4.606 8.083 0.068
H 5.827 -8.981 0.060
H 0.576 -0.023 5.479
H 3.297 2.712 3.683
N 1.346 -0.670 1.279
C 2.902 2.233 4.571
H -0.856 5.633 -0.124
C -2.605 4.419 0.093
H -1.084 -0.645 -7.722
C 1.297 0.983 3.087
H -0.156 -0.099 -5.486
C -1.956 -1.066 1.452
C 1.380 0.696 5.575
H 4.236 3.248 5.922
C -1.134 -0.556 -5.573
C 2.506 -4.945 0.499
H 3.562 2.087 10.139
H 3.025 -6.962 0.994
C 3.735 -0.208 -3.941
C 2.068 -1.783 1.021
H 1.613 -4.955 1.113
H -0.757 -2.723 2.135
Cl 5.862 -1.862 -3.615
C 2.927 1.910 6.950
H 1.936 1.897 9.441
Mg -0.358 -0.016 0.246
C -3.236 -0.514 1.634
C -0.048 3.116 3.207
H -6.498 7.590 -0.634
C -0.360 -1.398 -2.533
N -0.265 1.769 1.368
N 0.238 -1.295 -1.319
H 4.237 -2.898 -1.539
H 1.489 0.483 7.700
H -4.783 -2.387 -9.421
C 4.704 -0.683 -3.058
C 3.001 -2.023 2.105
C -1.857 -0.834 -4.411
C -3.987 4.450 0.204
C -2.621 6.839 -0.031
C -6.008 8.114 0.193
```

Output
Net charge ... -2
Kohn-Sham gap ... 5.41 eV
Spin multiplicity ... 1

---

(6)
Molecular formula: C6H9N3O
Method: DFT, wB97M-V/def2-TZVPD

```
19
Properties=species:S:1:pos:R:3
C 0.130 2.019 1.887
C -1.856 -0.585 -0.902
O -2.696 -0.271 -0.095
C -2.037 -1.310 -2.159
N -0.790 1.579 0.967
C 2.113 -0.480 0.507
H 1.740 -1.428 0.490
H 2.354 1.513 2.472
H -1.843 -2.503 -2.202
H -3.224 -1.300 -2.440
N 1.106 0.444 0.918
H 3.152 -0.729 1.134
H -1.451 -0.917 -2.832
H -0.083 2.745 2.709
H 0.245 -0.381 -1.380
C 1.265 1.360 1.869
N -0.557 -0.119 -0.691
H 2.530 -0.253 -0.578
C -0.096 0.614 0.328
```

Output
ΔE to the lowest compared entry with this formula, charge and spin ... 251.5 kJ/mol
SMILES ... CC(=O)Nc1nccn1C
Net charge ... 0
Kohn-Sham gap ... 8.59 eV
Spin multiplicity ... 1

---

(7)
Molecular formula: C4H8N2S
Method: DFT, wB97M-V/def2-TZVPD

```
15
Properties=species:S:1:pos:R:3
H 0.812 -1.589 -1.847
C 0.530 1.688 -0.965
N -0.083 -0.333 0.455
N 0.904 -0.446 -1.711
C -0.202 -1.753 0.650
C -0.887 0.431 1.394
H 0.370 1.929 -2.401
S -1.791 0.133 2.658
C 0.425 0.177 -0.742
H 0.650 -2.126 0.927
H -0.562 1.388 1.162
H -0.377 2.488 -0.034
H 1.897 2.015 -0.666
H -0.633 -2.128 -0.308
H -1.052 -1.876 1.429
```

Output
ΔE to the lowest compared entry with this formula, charge and spin ... 653.6 kJ/mol
Net charge ... 0
Kohn-Sham gap ... 9.06 eV
Spin multiplicity ... 1

---

(8)
Molecular formula: C4H7F
Method: DFT, wB97M-V/def2-TZVPD

```
12
Properties=species:S:1:pos:R:3
C -0.063 1.724 0.239
H -0.858 -0.768 -1.377
H 1.061 -1.546 0.179
F -2.166 -0.925 0.152
C -0.905 -0.944 -0.314
H 1.384 3.175 -0.191
C 0.036 -1.853 0.374
H -0.090 -2.883 0.017
H -0.737 2.081 0.985
C 0.975 2.179 -0.382
H 1.512 1.612 -1.129
H -0.149 -1.850 1.446
```

Output
ΔE to the lowest compared entry with this formula, charge and spin ... 392.8 kJ/mol
Net charge ... 0
Kohn-Sham gap (alpha / beta) ... 9.67 / 8.39 eV
Spin multiplicity ... 1

---

(9)
Molecular formula: C17H22B3NO7
Method: DFT, wB97M-V/def2-TZVPD

```
50
Properties=species:S:1:pos:R:3
C 0.383 1.202 6.551
C 1.007 0.780 1.155
H -0.977 1.555 -8.842
C 0.191 0.693 9.355
O -0.187 -1.421 -6.788
C 2.880 1.052 2.714
H -1.374 -3.365 -2.875
N -2.579 0.902 -7.508
C 2.414 -0.131 3.465
C -1.373 0.540 -8.363
C 0.540 -0.402 1.906
H -1.975 -0.738 -3.917
C -1.277 -1.597 -4.312
O 3.878 1.670 3.058
C -0.432 1.892 8.760
C -1.846 -1.068 -1.070
C 1.006 0.004 7.146
H 0.970 -1.678 3.629
C 0.860 -0.186 8.603
H 3.000 -0.415 4.330
H -2.528 1.939 -7.282
H -2.712 -1.485 -1.740
C 2.096 1.458 1.531
C -0.286 2.082 7.303
H 1.026 2.180 -5.563
B -0.128 -0.090 -7.490
H 2.450 2.328 0.991
C -0.620 -2.488 -3.084
H -1.859 0.112 -1.043
H 0.460 -2.881 -3.382
H 0.076 0.569 10.425
C -0.421 -1.616 -1.680
O 1.004 -0.095 -4.883
H 0.421 1.065 0.289
H -0.749 2.966 6.882
B -0.090 -1.015 -5.341
H -2.030 -1.437 0.050
C 1.325 -0.808 3.089
H -1.927 -2.351 -4.970
H -1.742 -0.177 -9.212
O 1.620 -0.801 6.459
H -3.471 0.781 -8.060
B 1.079 1.038 -5.834
H 0.498 1.327 5.481
H 0.023 -2.376 -0.874
O -1.046 2.697 9.447
O 1.165 0.654 -7.288
H 1.323 -1.071 9.023
H 0.394 -0.774 -1.801
O -0.458 -1.020 1.562
```

Output
ΔE to the lowest compared entry with this formula, charge and spin ... 414.8 kJ/mol
SMILES ... CCCCB1OBOB(CN)O1.O=C1C=CC(=O)C=C1.O=C1C=CC(=O)C=C1
Net charge ... 0
Kohn-Sham gap ... 7.76 eV
Spin multiplicity ... 1

---

(10)
Molecular formula: C3H8N2O
Method: DFT, wB97M-V/def2-TZVPD

```
14
Properties=species:S:1:pos:R:3
C -1.291 -0.709 -1.757
H -1.114 -1.956 0.023
H -2.388 -0.351 -1.843
H -0.636 -0.097 1.696
H 0.772 -1.467 0.481
C 0.663 0.631 0.514
H 1.088 -0.589 -1.074
C 0.431 -0.685 -0.225
H -0.786 0.206 -2.071
N -0.267 0.832 1.551
O 1.808 1.236 0.375
H -0.975 -1.530 -2.444
N -1.034 -0.993 -0.289
H -0.141 1.604 2.207
```

Output
ΔE to the lowest compared entry with this formula, charge and spin ... 146.1 kJ/mol
Net charge ... -1
<S²> ... 0.751
Kohn-Sham gap (alpha / beta) ... 3.40 / 8.98 eV
Spin multiplicity ... 2

---

(11)
Molecular formula: CH4BrNO
Method: DFT, wB97M-V/def2-TZVPD

```
8
Properties=species:S:1:pos:R:3
H 0.892 -0.426 1.667
H -0.689 -0.845 0.800
C 0.379 -0.699 0.727
O 0.689 0.258 -0.188
Br -1.589 1.857 -0.406
H 0.002 1.089 -2.044
H 0.765 -1.768 0.529
N -0.449 0.533 -1.085
```

Output
ΔE to the lowest compared entry with this formula, charge and spin ... 134.7 kJ/mol
SMILES ... CONBr
Net charge ... 0
Kohn-Sham gap ... 9.79 eV
Spin multiplicity ... 1

---

(12)
Molecular formula: C4H10N3
Method: DFT, wB97M-V/def2-TZVPD

```
17
Properties=species:S:1:pos:R:3
H -0.785 1.708 -1.107
C -0.303 0.671 -1.155
N -1.494 -0.695 0.199
C 0.487 0.685 0.598
H 0.539 -1.129 2.889
H 0.551 -1.822 1.218
H 0.262 1.239 -3.117
H -0.806 -1.940 2.322
C -0.546 -0.092 1.292
N -0.054 -1.229 1.993
H 0.668 1.759 0.789
H 0.556 -0.596 -2.824
H 1.286 0.053 0.535
C 0.599 0.522 -2.399
H -1.306 0.471 1.829
H 1.654 0.641 -2.152
N -1.308 -0.247 -0.909
```

Output
ΔE to the lowest compared entry with this formula, charge and spin ... 292.8 kJ/mol
Net charge ... +1
<S²> ... 2.009
Kohn-Sham gap (alpha / beta) ... 6.82 / 7.85 eV
Spin multiplicity ... 3

---

(13)
Molecular formula: C5H11O2
Method: DFT, wB97M-V/def2-TZVPD

```
18
Properties=species:S:1:pos:R:3
H 0.335 -1.351 1.631
O -0.356 -3.108 -0.907
O 0.502 -1.013 -0.802
H 2.494 2.275 -0.332
H -0.245 -2.981 1.590
C -1.829 -1.399 1.478
H -0.198 2.482 -1.929
C -0.455 -1.987 1.183
C 1.435 2.551 -0.505
H -2.025 -0.683 0.687
H 1.327 1.889 -2.509
H -2.525 -2.252 1.468
C 0.661 1.869 -1.639
H 0.306 0.865 -1.384
C -0.099 -2.015 -0.344
H 1.481 3.635 -0.639
H 1.053 2.236 0.459
H -1.862 -1.012 2.493
```

Output
ΔE to the lowest compared entry with this formula, charge and spin ... 52.6 kJ/mol
Net charge ... -1
Kohn-Sham gap ... 7.88 eV
Spin multiplicity ... 1

---

(14)
Molecular formula: C4H6S2
Method: DFT, wB97M-V/def2-TZVPD

```
12
Properties=species:S:1:pos:R:3
H 0.660 -0.949 -1.502
C 1.177 -1.007 -0.531
C -1.212 1.036 -0.502
H 1.663 -1.954 -0.340
S 2.119 0.404 0.047
H -0.776 0.877 -1.472
H 0.816 -1.039 1.572
H -1.577 2.048 -0.404
H -0.735 0.949 1.665
C -0.636 0.408 0.696
S -2.143 -0.388 0.056
C 0.645 -0.384 0.715
```

Output
ΔE to the lowest compared entry with this formula, charge and spin ... 75.8 kJ/mol
SMILES ... C1S[C@H]1[C@H]1CS1
Net charge ... 0
Kohn-Sham gap ... 9.53 eV
Spin multiplicity ... 1

---

(15)
Molecular formula: C4H5B2F11O2Sn
Method: DFT, wB97M-V/def2-TZVPD

```
25
Properties=species:S:1:pos:R:3
F -2.650 -0.855 -2.092
B 0.261 2.114 0.051
F -2.687 0.526 4.887
C 1.763 -0.584 -0.827
F 0.857 3.295 -0.087
F -1.172 -0.454 3.557
F 1.056 1.198 0.675
H 3.549 -1.435 -1.859
F -3.051 0.257 2.692
O 0.721 -1.025 -1.605
H 2.860 -0.083 -2.670
F -2.031 -2.797 -1.385
F -1.088 -1.993 -3.213
F -1.486 1.684 3.441
F -0.860 2.244 0.723
H 3.864 0.067 -1.201
F -0.128 1.674 -1.151
C -1.592 -1.707 -2.008
C -0.543 -1.048 -1.108
H 1.544 0.379 -0.367
B -2.139 0.531 3.682
H 1.857 -1.275 0.011
Sn -1.046 0.340 1.517
C 3.051 -0.483 -1.675
O -0.911 -0.569 0.012
```

Output
ΔE to the lowest compared entry with this formula, charge and spin ... 393.5 kJ/mol
Net charge ... 0
Kohn-Sham gap ... 6.80 eV
Spin multiplicity ... 1